No. 1
Entry from the OMol25 dataset: C2H4N2OS in the gas phase (ωB97M-V with the def2-TZVPD basis set).

Element x y z (Å)
S  -3.386  -0.173  -0.003
N  0.761  1.285  -0.074
N  1.224  -1.085  0.020
H  1.789  1.449  0.047
H  0.976  -2.006  -0.153
H  2.358  -0.847  0.376
O  -0.816  -0.452  -0.221
H  -1.552  1.429  0.058
C  -1.821  0.363  -0.007
C  0.466  0.036  -0.042

The HOMO-LUMO gap is 9.0160 eV. The calculation puts the LUMO energy at 0.225 eV. The total energy comes out at -661.496906 Eh. The value obtained for the HOMO energy is -0.32306 hartree. The SMILES is [H]/N=C(\N)OC=S.

No. 2
Entry from the OMol25 dataset: C2H4N2OS in the gas phase (ωB97M-V with the def2-TZVPD basis set).

Element x y z (Å)
S  -0.745  -2.185  0.353
N  -1.287  0.109  -0.987
C  1.231  0.982  0.617
H  -1.544  -0.505  -1.660
C  -0.516  -0.497  -0.092
H  1.739  1.160  1.557
H  -1.112  1.094  -1.158
O  1.561  1.659  -0.339
N  0.442  -0.055  0.687
H  0.230  -1.761  1.022

The HOMO-LUMO gap is 10.0374 eV. The calculation puts the LUMO energy at 0.440 eV. The total energy comes out at -661.502283 Eh. The value obtained for the HOMO energy is -0.35269 hartree. The SMILES is N/C(S)=N\C=O.

No. 3
Entry from the OMol25 dataset: C2H4N2OS in the gas phase (ωB97M-V with the def2-TZVPD basis set).

Element x y z (Å)
C  -2.573  0.014  -0.013
H  -2.719  1.086  -0.164
H  3.969  0.886  0.217
H  -3.417  -0.589  0.208
N  -1.448  -0.568  0.069
N  1.779  0.549  0.011
H  0.733  -1.311  -0.222
O  -0.410  0.390  -0.014
C  0.784  -0.204  -0.097
S  3.301  -0.252  0.005

The HOMO-LUMO gap is 9.5717 eV. The calculation puts the LUMO energy at 0.997 eV. The total energy comes out at -661.442636 Eh. The value obtained for the HOMO energy is -0.31510 hartree. The SMILES is C=NO/C=N/S.

No. 4
Entry from the OMol25 dataset: C2H4N2OS in the gas phase (ωB97M-V with the def2-TZVPD basis set).

Element x y z (Å)
O  -0.100  -0.790  -0.057
N  1.147  0.616  1.218
H  2.499  1.546  2.099
H  2.131  0.097  2.910
C  -0.775  0.139  -0.689
C  0.699  -0.503  1.017
N  1.781  0.866  2.347
S  -1.492  -0.197  -2.073
H  -0.781  0.999  -0.010
H  0.782  -1.372  1.700

The HOMO-LUMO gap is 9.1945 eV. The calculation puts the LUMO energy at 0.341 eV. The total energy comes out at -661.465920 Eh. The value obtained for the HOMO energy is -0.32538 hartree. The SMILES is N/N=C/OC=S.

No. 5
Entry from the OMol25 dataset: C2H4N2OS in the gas phase (ωB97M-V with the def2-TZVPD basis set).

Element x y z (Å)
C  -0.911  0.613  -0.150
N  0.414  -1.435  0.104
N  1.637  0.738  -0.050
O  -0.769  1.940  0.109
C  0.529  0.018  -0.039
S  -2.346  -0.306  -0.023
H  -1.667  2.115  0.029
H  1.216  -1.928  -0.220
H  -0.537  -1.729  0.266
H  2.434  -0.026  -0.025

The HOMO-LUMO gap is 8.5205 eV. The calculation puts the LUMO energy at -1.021 eV. The total energy comes out at -661.495479 Eh. The value obtained for the HOMO energy is -0.35064 hartree. The SMILES is [H]/N=C(\N)C(O)=S.

No. 6
Entry from the OMol25 dataset: C2H4N2OS2 in the gas phase (ωB97M-V with the def2-TZVPD basis set).

Element x y z (Å)
O  -1.696  1.684  -0.882
H  -1.308  -2.044  1.700
H  -0.338  3.315  -2.019
H  -1.659  -0.081  0.427
C  -0.501  1.582  -1.037
N  -0.705  -0.451  0.554
S  0.542  0.344  -0.296
N  0.189  2.469  -1.830
S  1.016  -2.306  1.335
H  1.188  2.554  -1.813
C  -0.438  -1.573  1.216

The HOMO-LUMO gap is 9.0023 eV. The calculation puts the LUMO energy at 0.427 eV. The total energy comes out at -1059.741101 Eh. The value obtained for the HOMO energy is -0.31514 hartree. The SMILES is NC(=O)SNC=S.

No. 7
Entry from the OMol25 dataset: C2H4N2S in the gas phase (ωB97M-V with the def2-TZVPD basis set).

Element x y z (Å)
H  1.004  -1.865  0.048
H  -2.594  0.295  -0.879
N  0.439  0.044  0.248
C  1.420  -0.879  0.358
H  -1.476  1.647  -0.337
N  -0.767  -0.318  -0.273
H  0.719  1.032  0.390
S  2.876  -0.540  0.972
C  -1.621  0.583  -0.527

The HOMO-LUMO gap is 9.0531 eV. The calculation puts the LUMO energy at 0.294 eV. The total energy comes out at -586.250629 Eh. The value obtained for the HOMO energy is -0.32188 hartree. The SMILES is C=NNC=S.

No. 8
Entry from the OMol25 dataset: C2H4N2S in the gas phase (ωB97M-V with the def2-TZVPD basis set).

Element x y z (Å)
S  -3.221  -0.090  0.057
H  -1.512  -1.218  -0.314
H  -0.259  1.450  0.055
N  0.741  -0.543  -0.316
N  -0.431  0.406  -0.346
H  2.672  -0.793  0.541
C  -1.593  -0.313  -0.030
C  1.812  -0.087  0.280
H  1.790  1.189  0.073

The HOMO-LUMO gap is 8.5196 eV. The calculation puts the LUMO energy at 0.054 eV. The total energy comes out at -586.146436 Eh. The value obtained for the HOMO energy is -0.31111 hartree. The SMILES is C=NNC=S.

No. 9
Entry from the OMol25 dataset: C2H4N2S in the gas phase (ωB97M-V with the def2-TZVPD basis set).

Element x y z (Å)
N  0.094  0.591  -0.944
C  -1.010  -1.287  -0.252
H  0.011  -1.528  0.230
H  1.557  1.706  -0.169
H  -2.019  -1.841  -0.398
N  -0.870  -0.180  -0.770
H  0.087  1.640  0.903
C  0.791  1.132  0.234
S  1.359  -0.234  1.167

The HOMO-LUMO gap (spin up / spin down) is 6.8441 / 6.6620 eV. The calculation puts the LUMO energy (spin up / spin down) at -1.555 / -1.704 eV. The total energy comes out at -586.139456 Eh. The value obtained for the HOMO energy (spin up / spin down) is -0.30867 / -0.30745 hartree.

No. 10
Entry from the OMol25 dataset: C2H4N2S2 in the gas phase (ωB97M-V with the def2-TZVPD basis set).

Element x y z (Å)
S  -2.095  -0.751  1.438
H  -1.192  -1.495  -0.756
H  0.314  -0.897  -1.774
H  -0.315  0.824  2.016
C  -0.809  0.260  1.183
C  1.063  0.812  -0.194
N  -0.022  -0.048  0.071
N  -0.136  -1.147  -0.849
H  1.608  1.375  0.596
S  1.585  1.068  -1.731

The HOMO-LUMO gap is 7.7063 eV. The calculation puts the LUMO energy at -1.041 eV. The total energy comes out at -984.402846 Eh. The value obtained for the HOMO energy is -0.32145 hartree. The SMILES is NN(C=S)C=S.